1.
DFT (ωB97M-V with the def2-TZVPD basis set) results for a molecular structure, C8H21BCoF4NO4 at a distorted geometry.

## Properties
spin multiplicity: 5
E: -67475.36276 eV
ΔE to the lowest compared entry with this formula, charge and spin: 0.00 kJ/mol
Kohn-Sham gap (spin up / spin down): 11.905 / 6.116 eV
charge: +2
LUMO level (spin up / spin down): -6.14 / -11.76 eV

Atoms and positions in Å:
Co1 0.054 -0.480 0.439
F1 -1.457 0.551 2.239
F2 -1.567 -1.513 2.890
F3 0.429 -0.557 2.594
F4 -0.794 0.042 4.324
O1 0.440 -0.123 -1.626
O2 -1.838 -1.120 0.176
O3 -0.392 1.725 0.124
O4 0.324 -2.595 0.552
N1 1.859 0.458 0.592
C1 -2.019 -2.502 -0.023
C2 -0.317 -0.319 -2.855
C3 0.649 2.576 0.483
C4 2.634 0.444 -0.673
C5 1.641 1.723 1.184
C6 -1.633 2.408 -0.232
C7 1.703 0.607 -1.884
C8 -0.712 -3.237 -0.244
B1 -0.926 -0.353 3.050
H1 0.673 -3.230 1.182
H2 -2.608 -2.983 0.758
H3 -1.326 2.992 -1.100
H4 3.292 1.313 -0.679
H5 2.057 0.241 -2.848
H6 2.542 2.298 1.401
H7 -2.701 -0.903 0.534
H8 0.283 -0.734 -3.665
H9 2.636 0.204 1.186
H10 -2.678 -2.563 -0.889
H11 1.130 1.477 2.115
H12 -0.906 -4.261 0.074
H13 -0.452 -3.423 -1.286
H14 -1.844 3.068 0.609
H15 1.052 3.117 -0.373
H16 -1.068 -1.109 -2.829
H17 -0.650 0.651 -3.224
H18 0.247 3.251 1.238
H19 -2.420 1.684 -0.442
H20 1.451 1.647 -2.089
H21 3.211 -0.474 -0.784

These are the Mulliken partial charges, in e, on atoms 1 to 5: 0.9529, -0.2374, -0.3296, -0.4582, -0.2798

***

2.
DFT (ωB97M-V with the def2-TZVPD basis set) results for a molecular structure, C8H21ClIO4P2Ru at a distorted geometry.

## Properties
spin multiplicity: 6
E: -58588.49465 eV
ΔE to the lowest compared entry with this formula, charge and spin: 120.81 kJ/mol
Kohn-Sham gap (spin up / spin down): 5.600 / 4.644 eV
charge: +2
LUMO level (spin up / spin down): -7.47 / -11.62 eV

Atoms and positions in Å:
I1 0.443 -2.539 -1.931
Ru1 -0.110 0.108 -0.278
Cl1 -2.405 0.699 -0.019
P1 0.197 -0.563 2.167
P2 -0.173 1.766 -1.746
O1 1.189 0.586 2.702
O2 2.892 0.098 -0.335
O3 0.358 -1.856 3.255
O4 -1.217 -0.065 2.786
C1 -1.320 1.210 -3.075
C2 -0.815 3.467 -1.400
C3 0.948 2.024 2.667
C4 0.090 -4.345 -3.085
C5 1.332 2.183 -2.735
C6 1.334 -2.907 3.473
C7 -2.198 -1.117 2.902
C8 1.716 0.141 -0.348
H1 -0.913 0.266 -3.472
H2 -3.148 -0.626 2.711
H3 1.924 2.499 2.684
H4 2.058 2.673 -2.062
H5 -0.084 3.988 -0.758
H6 0.966 -3.922 3.169
H7 0.414 2.439 1.797
H8 -2.066 -1.919 2.169
H9 1.595 -2.995 4.547
H10 -0.941 4.018 -2.353
H11 2.263 -2.700 2.940
H12 -2.149 -1.525 3.910
H13 -0.986 -4.518 -3.062
H14 1.752 1.238 -3.122
H15 -1.372 1.993 -3.851
H16 0.390 2.301 3.569
H17 -1.782 3.369 -0.879
H18 0.621 -5.198 -2.654
H19 1.070 2.858 -3.572
H20 0.428 -4.172 -4.109
H21 -2.300 1.042 -2.599

These are the Mulliken partial charges, in e, on atoms 1 to 5: 0.4077, 0.0817, -0.3037, 1.4504, 0.9531

***

3.
DFT (ωB97M-V with the def2-TZVPD basis set) results for a molecular structure, C8H21F5IO2P2PtTe at a distorted geometry.

## Properties
spin multiplicity: 5
E: -63502.91506 eV
Kohn-Sham gap (spin up / spin down): 8.677 / 5.139 eV
charge: +3
LUMO level (spin up / spin down): -11.32 / -14.90 eV

Atoms and positions in Å:
Pt1 -1.250 0.979 1.189
I1 2.853 -0.061 -1.488
Te1 -1.649 -0.841 3.506
P1 -0.247 2.599 0.276
P2 -0.242 -2.939 0.341
F1 -2.404 1.019 3.539
F2 -1.159 -2.712 3.850
F3 -3.188 -1.416 2.435
F4 -2.795 -1.043 5.014
F5 -0.232 -0.327 4.789
O1 -0.741 -1.518 0.353
O2 -4.144 0.713 0.334
C1 1.085 -0.140 -2.515
C2 -1.435 -4.155 0.889
C3 -1.423 3.751 1.092
C4 -3.048 0.874 0.705
C5 1.389 2.917 1.042
C6 1.200 -3.097 1.414
C7 0.025 3.291 -1.389
C8 0.294 -3.450 -1.297
H1 1.698 -4.070 1.298
H2 -1.441 -4.125 1.984
H3 0.373 4.325 -1.233
H4 -2.444 -3.944 0.526
H5 -1.100 -5.140 0.526
H6 1.370 2.682 2.110
H7 1.199 0.632 -3.274
H8 0.787 2.749 -1.965
H9 0.863 -2.973 2.448
H10 0.728 -1.114 -2.821
H11 1.227 -2.937 -1.557
H12 -1.832 3.290 2.005
H13 0.467 -4.533 -1.321
H14 -0.843 4.643 1.318
H15 -0.464 -3.204 -2.045
H16 0.375 0.250 -1.761
H17 1.577 3.987 0.898
H18 -0.916 3.322 -1.952
H19 1.887 -2.287 1.151
H20 -2.259 3.955 0.419
H21 2.193 2.343 0.564

These are the Mulliken partial charges, in e, on atoms 1 to 5: 1.2989, 0.7482, 1.7359, 0.6655, 0.7444

***

4.
DFT (ωB97M-V with the def2-TZVPD basis set) results for 2 unconnected molecules or ions with the total composition C8H21N3 at a distorted geometry.

## Properties
E: -13085.47063 eV
ΔE to the lowest compared entry with this formula, charge and spin: 42.85 kJ/mol
Kohn-Sham gap: 8.276 eV
charge: +2
LUMO level: -8.36 eV

Atoms and positions in Å:
N1 -1.115 0.609 -0.674
N2 -0.021 0.860 1.530
N3 -2.392 0.880 -1.352
C1 0.907 -2.136 1.540
C2 3.325 -1.522 1.030
C3 -2.915 2.237 -1.430
C4 -1.125 1.783 1.675
C5 1.905 -2.475 -0.751
C6 -1.264 0.641 0.771
C7 0.007 1.124 -1.482
C8 2.007 -1.973 0.582
H1 2.008 -1.832 -1.538
H2 -2.354 2.939 -2.114
H3 -3.975 2.166 -1.874
H4 4.156 -1.412 0.315
H5 2.650 -3.101 -1.163
H6 1.235 -2.473 2.526
H7 -3.146 0.302 -0.836
H8 -1.732 1.776 2.536
H9 -0.940 2.788 1.285
H10 -0.196 1.000 -2.472
H11 0.078 -2.801 1.065
H12 3.171 -0.452 1.307
H13 -3.050 2.678 -0.488
H14 -1.844 -0.253 1.104
H15 3.655 -1.934 2.005
H16 0.658 -1.057 1.885
H17 0.496 1.438 0.848
H18 0.843 0.340 -1.221
H19 1.006 -2.977 -0.899
H20 0.232 2.204 -1.345
H21 -2.269 0.636 -2.365

These are the Mulliken partial charges, in e, on atoms 1 to 5: 0.1682, -0.6115, -0.2204, -0.7484, -1.1677

***

5.
DFT (ωB97M-V with the def2-TZVPD basis set) results for 4 unconnected molecules or ions with the total composition C8H21NO13S3Si.

## Properties
SMILES: O=S1(=O)OCCO1.O=S1(=O)OCCO1.O=S1(=O)OCCO1.CNC[SiH2]O
E: -77125.30920 eV
Kohn-Sham gap: 8.766 eV
LUMO level: 0.15 eV

Atoms and positions in Å:
S1 -3.842 -0.978 -0.529
S2 6.936 0.571 -1.151
S3 -1.972 0.742 5.768
Si1 -0.771 0.989 -2.760
O1 -2.811 -1.716 -1.163
O2 -3.779 -0.729 0.865
O3 -4.065 0.399 -1.276
O4 -1.492 -0.169 -3.686
O5 7.822 -0.510 -0.383
O6 6.679 0.084 -2.454
O7 -1.311 1.973 5.545
O8 -3.546 0.915 5.578
O9 5.636 0.420 -0.240
O10 -1.733 -0.186 4.498
O11 7.461 1.869 -0.952
O12 -1.753 0.013 6.962
O13 -5.236 -1.634 -0.911
N1 1.932 0.544 -3.276
C1 -2.984 -0.732 4.040
C2 0.941 0.511 -2.205
C3 7.184 -0.924 0.835
C4 -6.139 -0.629 -1.410
C5 -5.221 0.336 -2.133
C6 -3.967 0.386 4.309
C7 5.705 -0.793 0.525
C8 3.284 0.191 -2.843
H1 -3.905 1.169 3.553
H2 -1.592 1.151 -1.537
H3 1.945 1.475 -3.670
H4 -6.653 -0.158 -0.572
H5 -4.991 0.039 4.410
H6 -5.630 1.338 -2.218
H7 5.337 -1.625 -0.077
H8 -3.217 -1.628 4.618
H9 -1.883 -0.840 -3.125
H10 5.091 -0.665 1.412
H11 -2.904 -0.969 2.987
H12 3.849 -0.253 -3.664
H13 -0.777 2.269 -3.502
H14 1.215 1.122 -1.326
H15 0.860 -0.521 -1.842
H16 3.231 -0.540 -2.033
H17 -6.852 -1.118 -2.066
H18 7.488 -1.945 1.044
H19 3.852 1.053 -2.476
H20 -4.917 -0.034 -3.113
H21 7.492 -0.262 1.645

These are the Mulliken partial charges, in e, on atoms 1 to 5: 1.0062, 1.1038, 1.0969, 0.5410, -0.6046

***

6.
DFT (ωB97M-V with the def2-TZVPD basis set) results for a gas-phase ion, C8H21NP (charge +1) at a distorted geometry.

## Properties
SMILES: CC(C)CP(C[NH3+])C(C)C
E: -19407.56460 eV
ΔE to the lowest compared entry with this formula, charge and spin: 0.00 kJ/mol
Kohn-Sham gap: 9.538 eV
charge: +1
LUMO level: -3.16 eV

Atoms and positions in Å:
P1 -0.487 -0.153 0.118
N1 -0.268 -2.768 -0.516
C1 2.300 -1.302 -0.084
C2 2.412 1.012 0.911
C3 0.855 0.431 -1.007
C4 -1.802 1.188 -0.043
C5 2.218 0.167 -0.295
C6 -1.234 2.395 0.712
C7 -3.069 0.794 0.721
C8 -1.065 -1.585 -0.976
H1 0.763 -0.015 -1.995
H2 -0.126 -3.491 -1.180
H3 2.027 -1.964 -0.937
H4 3.292 0.788 1.420
H5 -2.793 0.496 1.824
H6 -3.696 1.642 0.761
H7 1.668 -1.645 0.833
H8 -1.077 -1.371 -2.015
H9 -0.610 2.065 1.492
H10 2.462 2.063 0.619
H11 3.041 0.355 -1.037
H12 -1.899 1.535 -1.037
H13 -2.116 2.735 1.159
H14 0.535 -2.248 -0.154
H15 -3.513 -0.027 0.235
H16 1.675 0.925 1.710
H17 0.780 1.480 -1.283
H18 -2.175 -1.796 -0.705
H19 -0.727 3.206 0.174
H20 -0.630 -3.239 0.290
H21 3.260 -1.673 0.286

These are the Mulliken partial charges, in e, on atoms 1 to 5: -0.1284, 0.0082, -1.7890, -1.6008, -1.1785

***

Which value of E does entry 1 give? -67475.36276 eV

***

Which of these has the highest E? C8H21N3

***

Among the records above, which one has the lowest E? C8H21NO13S3Si

***

Number 1 is which compound? C8H21BCoF4NO4